No. 1
C25H22BrF11IN4O | ωB97M-V/def2-TZVPD

Last column: Löwdin charge in e.
Cartesian coordinates (Å):
I: 0.033 2.218 -5.125  1.0832
Br: 0.872 -1.587 -3.575  0.7269
F: 1.443 0.658 4.341  0.1784
F: 3.471 -0.087 4.753  0.2004
F: 1.979 -1.710 0.420  0.0953
F: 5.492 -6.866 0.635  0.0655
F: 2.409 -2.659 4.926  0.1690
F: 1.882 -0.457 6.102  0.1859
F: 0.404 -0.941 1.686  0.1319
F: 2.015 -3.231 2.396  0.1529
F: -6.661 2.107 -1.373  0.0228
F: 0.501 -1.922 4.273  0.1874
F: 3.693 -1.936 2.669  0.1687
O: 3.357 -0.874 -2.850  0.0665
N: 1.129 1.735 -3.484  -0.4918
N: 1.655 1.509 -1.175  0.2287
N: -0.230 2.527 -1.679  0.0086
N: -0.074 2.432 -0.350  0.1537
C: 2.471 0.322 1.475  -0.0409
C: -7.121 3.309 0.603  -0.0286
C: -9.303 1.650 1.059  -0.0721
C: 5.706 -6.055 -1.562  -0.0140
C: 1.517 1.534 1.371  -0.0676
C: 0.862 1.917 -2.194  -0.3699
C: -9.006 2.670 1.953  -0.0874
C: 5.563 -5.009 -2.464  -0.0786
C: 1.056 1.816 -0.030  -0.2261
C: 5.360 -5.854 -0.239  -0.2852
C: -1.456 3.222 -2.149  -0.1321
C: 2.356 -1.958 2.710  -0.3603
C: -8.515 1.461 -0.068  -0.0143
C: -7.918 3.502 1.724  -0.0803
C: -3.681 2.259 -1.466  0.0291
C: 2.416 -0.429 -3.341  -0.8225
C: -2.612 2.217 -2.347  -0.1550
C: 2.177 -0.354 4.805  -0.5529
C: 4.882 -4.636 0.205  -0.0132
C: -7.434 2.293 -0.278  -0.2836
C: 5.088 -3.778 -2.032  -0.0965
C: 1.748 -1.049 1.597  -0.4099
C: 1.813 -1.726 4.155  -0.3523
C: 4.750 -3.591 -0.698  -0.0822
C: 2.429 1.062 -3.743  -0.2116
H: -7.689 4.300 2.418  0.1069
H: -3.593 1.917 -0.414  0.0803
H: 4.980 -2.961 -2.734  0.0844
H: 2.041 2.408 1.802  0.1456
H: 0.609 1.425 1.993  0.1251
H: -8.736 0.677 -0.781  0.1200
H: 4.616 -4.512 1.248  0.1105
H: -0.744 2.783 0.324  0.1952
H: 5.822 -5.157 -3.505  0.1057
H: -6.264 3.943 0.411  0.1096
H: 4.384 -2.629 -0.361  0.0872
H: -9.624 2.819 2.829  0.1059
H: -2.600 1.443 -3.130  0.0892
H: -1.320 3.875 -3.017  0.0874
H: 3.182 1.615 -3.157  0.1361
H: 3.138 0.255 0.599  0.1392
H: -1.795 3.873 -1.321  0.1224
H: -10.149 0.999 1.239  0.1100
H: 3.127 0.447 2.350  0.1173
H: 6.082 -7.019 -1.878  0.1193
H: 2.702 1.139 -4.806  0.1071
H: -4.686 2.653 -1.750  0.0692

Values from the calculation:
HOMO (hartree): -0.3894
DFT total energy (Eh): -5229.96094
Total charge: +1
Kohn-Sham gap (Ha): 0.2358

=====

No. 2
C17H8BrO5RuS5 | ωB97M-V/def2-TZVPD

Last column: Löwdin charge in e.
Cartesian coordinates (Å):
Ru: -0.596 -0.352 -1.037  0.8726
Br: 2.445 3.620 -1.211  0.8297
S: -0.079 -0.398 -6.082  0.9596
S: 1.020 -1.702 -2.108  0.6180
S: -1.598 -2.261 -0.191  0.6267
S: -1.292 0.347 -3.466  0.6077
S: 1.979 -2.102 -4.864  0.9585
O: 1.664 -1.816 -7.461  -0.0539
O: -1.937 0.777 -0.112  -0.2055
O: 1.072 1.255 -0.963  -0.2055
O: 1.056 -0.140 0.733  -0.0827
O: -3.371 1.771 1.229  0.0486
C: 4.335 1.573 2.528  -0.0838
C: 4.798 2.802 2.082  -0.0937
C: -4.338 -0.495 2.258  -0.0361
C: -3.292 -0.586 1.340  -0.1314
C: -3.392 -2.986 1.595  -0.1529
C: 1.523 0.851 0.134  -0.6812
C: -0.089 -0.493 -4.324  -1.1586
C: 1.272 -1.506 -6.375  -1.0301
C: 3.176 2.774 0.312  -0.5895
C: 4.223 3.398 0.975  -0.1393
C: 3.279 0.964 1.877  -0.0165
C: 2.686 1.557 0.766  -0.1569
C: -4.916 -1.612 2.821  -0.0950
C: 0.865 -1.307 -3.766  -1.1125
C: -2.834 0.765 0.793  -0.5900
C: -2.817 -1.858 0.989  -0.5882
C: -4.432 -2.870 2.487  -0.1029
H: 4.583 4.348 0.616  0.0893
H: -4.684 0.497 2.509  0.1111
H: 2.881 0.010 2.194  0.1170
H: 4.802 1.089 3.373  0.0976
H: -3.004 -3.956 1.325  0.0839
H: -5.734 -1.503 3.515  0.0924
H: 5.615 3.296 2.589  0.0985
H: -4.872 -3.756 2.920  0.0952

Values from the calculation:
HOMO (alpha / beta) (hartree): -0.1876 / -0.2053
DFT total energy (Eh): -5688.82294
Total charge: -1
Kohn-Sham gap (alpha / beta) (Ha): 0.2799 / 0.2147
Multiplicity: 5

=====

No. 3
C27H20CrF5NO5Se2 | ωB97M-V/def2-TZVPD

Last column: Löwdin charge in e.
Cartesian coordinates (Å):
Se: -0.719 2.405 1.308  1.0416
Se: -3.321 0.522 -0.333  0.9490
Cr: 1.117 -0.200 0.105  0.7966
F: 4.108 -1.749 -0.007  0.0811
F: 5.976 0.765 3.547  0.1015
F: 6.303 -0.918 1.420  0.0965
F: 3.451 1.553 4.274  0.0940
F: 1.305 0.802 2.756  -0.0173
O: 1.384 4.333 -4.014  0.1195
O: -1.100 3.222 -2.856  0.0444
O: 3.632 3.256 -2.410  0.0973
O: 2.419 0.884 -0.859  -0.0789
O: -0.191 0.983 -0.985  -0.2236
N: -0.574 -0.800 1.145  -0.0127
C: 0.483 1.805 -1.716  -0.2986
C: -1.713 -4.207 0.300  -0.0304
C: 5.061 -0.528 1.768  -0.1330
C: 1.353 -1.609 -2.385  -0.0950
C: -1.099 -2.960 0.139  -0.1090
C: -2.342 -4.569 1.476  -0.0951
C: -0.154 -3.097 -3.481  -0.0982
C: 3.939 -0.944 1.063  -0.2196
C: 1.893 1.767 -1.620  -0.2561
C: 2.637 -0.549 1.367  -0.0681
C: -3.070 0.807 -2.238  -0.3679
C: 2.557 0.310 2.454  -0.2147
C: 0.659 -1.698 -1.182  -0.1029
C: -0.418 -2.607 -1.120  -0.1703
C: -1.112 -2.106 1.251  -0.2310
C: 0.056 2.859 -2.613  -0.2672
C: -2.332 -3.717 2.566  -0.0940
C: 4.905 0.329 2.856  -0.1260
C: 1.313 3.481 -3.147  -0.2457
C: 0.980 -2.303 -3.521  -0.0843
C: -3.477 2.383 0.300  -0.5354
C: 3.628 0.740 3.215  -0.1446
C: -2.191 3.178 0.266  -0.5017
C: 2.478 2.864 -2.395  -0.2714
C: -1.703 -2.493 2.447  -0.0254
C: -1.127 3.250 3.039  -0.3759
C: -0.832 -3.253 -2.292  -0.0568
H: -2.833 -5.530 1.549  0.0967
H: -1.716 -3.874 -2.277  0.0996
H: 1.553 -2.217 -4.433  0.0989
H: -1.680 -4.930 -0.501  0.1037
H: -2.808 -4.002 3.492  0.0977
H: -2.372 4.180 0.665  0.0689
H: 2.218 -0.963 -2.445  0.0995
H: -2.516 1.733 -2.367  -0.0065
H: -1.103 4.332 2.939  0.0131
H: -4.041 0.858 -2.726  0.0145
H: -2.487 -0.024 -2.625  0.0221
H: -1.830 3.269 -0.759  0.0333
H: -0.507 -3.601 -4.368  0.0941
H: -0.661 -0.340 2.056  0.0735
H: -4.231 2.867 -0.329  0.0654
H: -1.653 -1.825 3.297  0.1131
H: -0.341 2.929 3.715  0.0056
H: -1.187 -0.274 0.500  -0.0266
H: -2.096 2.923 3.410  0.0135
H: -3.877 2.294 1.314  0.0492

Values from the calculation:
HOMO (alpha / beta) (hartree): -0.1874 / -0.1888
DFT total energy (Eh): -7818.49094
Total charge: -1
Kohn-Sham gap (alpha / beta) (Ha): 0.2626 / 0.2662
Multiplicity: 2

=====

No. 4
C19H27N3O5S | ωB97M-V/def2-TZVPD

Last column: Löwdin charge in e.
Cartesian coordinates (Å):
S: 1.576 -0.382 -0.770  0.6868
O: 0.831 0.701 -1.347  -0.2825
O: 3.869 -6.097 -4.812  0.1379
O: -1.175 1.430 3.647  0.0612
O: 3.772 -4.343 -3.369  0.1719
O: 2.914 -0.110 -0.324  -0.2761
N: 1.930 -4.895 -4.488  -0.0028
N: -0.680 2.913 2.028  -0.0946
N: 0.612 -1.075 0.413  -0.2245
C: 2.778 -3.486 -3.002  -0.1619
C: -2.960 3.836 1.782  -0.1972
C: 1.111 -0.143 3.107  -0.1399
C: -0.526 1.728 2.659  -0.4356
C: 2.818 -2.439 -2.109  0.0409
C: 1.604 -3.820 -3.698  -0.1398
C: -5.275 4.819 1.575  -0.1180
C: 1.074 -5.604 -5.398  0.0038
C: 2.056 -1.134 2.431  -0.1660
C: -3.961 4.841 2.345  -0.2728
C: -0.290 -0.148 1.062  -0.1492
C: 0.431 -3.108 -3.516  0.0204
C: 0.469 0.753 2.046  -0.2170
C: 1.633 -1.738 -1.937  -0.2686
C: 1.324 -1.927 1.346  -0.1878
C: 3.259 -5.214 -4.286  -0.4751
C: 0.468 -2.055 -2.614  -0.0514
C: 0.069 3.333 0.862  -0.0286
C: -1.644 3.857 2.563  -0.1689
H: 3.707 -2.152 -1.573  0.1294
H: -0.469 -3.360 -4.052  0.1153
H: 0.232 -6.047 -4.863  0.1001
H: 1.669 -6.391 -5.859  0.0978
H: 0.096 2.568 0.085  0.0699
H: 1.097 3.596 1.129  0.1014
H: -0.409 4.217 0.446  0.0904
H: 0.323 -0.667 3.652  0.1215
H: -0.768 0.433 0.274  0.1169
H: -3.379 2.830 1.838  0.1208
H: 0.698 -4.930 -6.170  0.1004
H: 2.469 -1.827 3.165  0.1162
H: 1.661 0.468 3.825  0.1257
H: -5.110 5.066 0.528  0.0699
H: -5.729 3.832 1.626  0.0710
H: -4.150 4.608 3.395  0.1108
H: -3.531 5.845 2.300  0.1083
H: 2.878 -0.591 1.964  0.1004
H: -2.769 4.063 0.730  0.1105
H: 2.028 -2.523 0.763  0.1161
H: -0.406 -1.453 -2.429  0.1177
H: 1.257 1.274 1.499  0.1294
H: 0.585 -2.598 1.798  0.1325
H: -5.975 5.540 1.991  0.0667
H: -1.206 4.859 2.547  0.1281
H: -1.834 3.570 3.599  0.1216
H: -1.052 -0.723 1.597  0.1467

Values from the calculation:
HOMO (hartree): -0.3262
DFT total energy (Eh): -1678.90663
SMILES: CCCCN(C)C(=O)[C@H]1CCCN(S(=O)(=O)c2ccc3c(c2)oc(=O)n3C)C1
Kohn-Sham gap (Ha): 0.3431